Entry 1:
{
  "formula": "C9H16OSi",
  "method": "wB97M-V/def2-TZVPD",
  "homo_energy_ha": [-0.22809, -0.36252],
  "spin_multiplicity": 3,
  "s_squared": 2.01,
  "total_charge": 0,
  "gap_ev": [7.01, 7.16],
  "species": ["C", "C", "C", "C", "C", "C", "C", "C", "C", "O", "Si", "H", "H", "H", "H", "H", "H", "H", "H", "H", "H", "H", "H", "H", "H", "H", "H"],
  "coordinates": [[0.202168, 0.581368, -0.211310], [-0.995527, 0.420702, -0.157014], [1.953092, 0.957060, -0.462566], [-2.656340, 0.042877, 1.511678], [-3.234108, -0.574234, -0.927367], [-2.919264, 1.872756, -0.177024], [4.753250, -0.370016, 0.610311], [2.524578, -1.701727, -0.945939], [-2.434734, 0.393616, 0.016009], [2.295996, 1.872831, -1.116428], [2.864919, -0.430313, 0.420916], [-2.711600, -1.128081, 1.811703], [-1.681716, 0.389204, 1.996013], [-3.483868, 0.505362, 2.156003], [-2.756227, -0.482822, -2.006424], [-4.251734, -0.073068, -0.836052], [-3.282983, -1.589877, -0.537788], [-2.486672, 2.129645, -1.087675], [-4.035198, 1.821528, -0.267354], [-2.746967, 2.723318, 0.684862], [5.133888, -1.344766, 0.823280], [5.190891, -0.046109, -0.303272], [5.103613, 0.234468, 1.425442], [3.124732, -1.362470, -1.795548], [2.867099, -2.794083, -1.002176], [1.411157, -1.613457, -1.372631], [2.251562, -0.433700, 1.750359]],
  "forces_ev_per_a": [[3.555, 1.019, -0.741], [1.292, -0.129, -0.525], [-5.346, -4.523, 3.837], [0.942, -1.866, 3.011], [0.345, 2.430, -0.981], [-1.620, 0.450, 2.557], [-1.243, 0.494, 0.218], [-1.593, -1.507, -1.480], [-1.134, 0.097, 1.691], [1.417, 4.315, -3.100], [0.591, -1.020, -0.616], [0.180, 2.531, -1.180], [-1.450, -0.440, -0.162], [0.792, -0.306, -1.636], [-1.405, -0.437, 2.109], [0.905, -1.240, -0.825], [0.253, 0.068, -0.245], [0.467, 1.289, -1.582], [0.877, 0.234, -0.085], [0.207, -2.556, -2.061], [0.004, -0.981, 0.003], [0.512, 0.366, -0.782], [0.039, 0.613, 0.303], [0.055, 0.681, 0.009], [-0.761, 1.217, 0.965], [2.358, -0.369, 1.216], [-0.239, -0.432, 0.080]],
  "lowdin_spin": [0.25, 0.05, 0.63, 0.00, 0.00, 0.00, 0.01, 0.05, 0.00, 0.79, 0.17, 0.00, 0.00, 0.00, 0.00, 0.00, 0.00, 0.00, 0.00, 0.00, 0.00, 0.00, 0.00, 0.00, 0.01, 0.00, 0.02]
}


Entry 2:
{
  "formula": "C9H16P2",
  "method": "wB97M-V/def2-TZVPD",
  "homo_energy_ha": -0.29805,
  "total_charge": 0,
  "gap_ev": 9.06,
  "smiles": "C=CCCCC1=CCC[PH]#[PH]1",
  "species": ["C", "C", "C", "C", "C", "C", "C", "C", "C", "P", "P", "H", "H", "H", "H", "H", "H", "H", "H", "H", "H", "H", "H", "H", "H", "H", "H"],
  "coordinates": [[-1.158380, 1.424143, 1.987449], [0.329185, 1.766339, 1.719628], [-1.715542, 0.003914, 1.832633], [0.739603, 2.812728, 1.020276], [-1.753489, -0.217108, 0.299075], [1.650852, -1.687021, -0.694399], [0.288989, -1.483925, -0.082398], [1.470843, -2.203394, -2.107383], [-0.409710, -0.400084, -0.371711], [0.688758, -0.842915, -3.183041], [0.248951, 0.728622, -1.760904], [-1.607732, 2.194280, 1.366114], [0.990328, 1.318655, 2.334938], [-1.065022, -0.712927, 2.295289], [-2.795066, 0.196615, 2.222445], [0.051355, 3.352676, 0.503199], [1.761813, 3.040396, 0.943840], [-2.348009, -1.055147, -0.127912], [-2.349302, 0.517136, -0.151666], [2.308159, -0.853395, -0.772368], [2.118287, -2.280835, -0.004492], [-0.102011, -2.347835, 0.560517], [-1.183094, 1.845052, 2.919608], [2.278365, -2.503394, -2.782761], [0.834259, -3.080216, -1.908679], [1.826438, -0.325003, -3.715059], [-1.098828, 0.792644, -2.342238]],
  "forces_ev_per_a": [[2.529, 0.744, -2.253], [-2.447, 0.881, -1.158], [-1.593, 2.441, -1.385], [0.390, -2.101, 1.214], [-0.378, -1.670, -0.593], [-0.567, 0.707, -0.964], [0.558, -0.535, 0.292], [-0.974, -0.339, -0.426], [-0.173, 0.445, -0.250], [-1.392, -1.963, -0.040], [-1.821, -0.040, 0.943], [-1.033, -0.411, -0.305], [2.374, -1.965, 1.714], [-0.270, -0.494, 0.679], [1.769, -1.449, -0.355], [-1.713, 1.683, -1.692], [1.138, 0.486, 0.003], [0.255, -0.361, 1.168], [-0.381, 1.954, -0.489], [0.073, 1.434, 0.392], [1.640, -2.295, 1.197], [0.496, 1.496, -0.747], [-0.934, 0.439, 3.001], [0.505, -0.138, 0.863], [-0.196, 0.229, -1.155], [1.334, 0.451, -0.178], [0.811, 0.370, 0.523]],
  "mulliken_charge": [-0.96, -0.18, -0.21, -1.04, -1.41, -1.44, -0.15, -0.57, 0.53, -0.08, -0.08, 0.41, 0.48, 0.33, 0.25, 0.35, 0.29, 0.38, 0.60, 0.34, 0.53, 0.32, 0.49, 0.42, 0.34, 0.01, 0.06]
}


Entry 3:
{
  "formula": "C9H16Si",
  "method": "wB97M-V/def2-TZVPD",
  "homo_energy_ha": -0.31630,
  "total_charge": 0,
  "gap_ev": 8.74,
  "smiles": "C[Si]1(C)C=CC=C1.C=CC",
  "species": ["C", "C", "C", "C", "C", "C", "C", "C", "C", "Si", "H", "H", "H", "H", "H", "H", "H", "H", "H", "H", "H", "H", "H", "H", "H", "H"],
  "coordinates": [[0.901236, 2.007677, -1.117604], [0.173695, 1.744008, 0.093966], [1.871310, 1.104926, -1.378195], [0.565722, 0.700211, 0.902988], [-4.301292, 0.886641, 0.480119], [-2.442242, -0.431615, -0.360013], [3.709028, -0.194723, 1.114798], [1.722011, -1.939502, -0.386557], [-3.294897, 0.096359, 0.796068], [1.995852, -0.139937, 0.056768], [0.649287, 2.782573, -1.730120], [-0.769344, 2.402899, 0.372670], [2.421788, 1.130448, -2.291142], [0.040901, 0.482731, 1.840927], [-4.819788, 1.284908, 1.375201], [-4.528233, 1.461591, -0.356274], [-2.807474, -0.161936, -1.268716], [-2.272229, -1.568440, -0.375085], [-1.517574, 0.068766, -0.134937], [4.078304, -1.073023, 1.496851], [4.553285, -0.110762, 0.462106], [3.642793, 0.523164, 1.873965], [2.678876, -2.329858, -0.691853], [1.340244, -2.595381, 0.547415], [1.038691, -1.938635, -1.229308], [-3.114132, -0.226104, 1.803356]],
  "forces_ev_per_a": [[1.675, -2.859, 0.701], [-2.301, 0.145, 3.272], [-0.086, -0.002, 0.384], [-0.561, 1.468, -0.540], [-0.465, 1.051, 4.168], [1.171, -2.086, 3.804], [-2.010, 0.958, -2.688], [-1.052, -0.587, 1.851], [-0.207, -1.176, -2.894], [1.432, -0.395, 1.147], [-0.652, 2.002, -1.652], [2.036, -1.325, -0.592], [0.432, 0.133, -0.458], [0.202, 0.092, -0.476], [-0.130, -0.189, -0.576], [-0.107, 0.046, -1.967], [-1.139, 0.962, -2.557], [-0.240, 1.614, 0.303], [0.795, -0.321, -0.685], [-0.481, -2.781, 1.522], [0.503, 1.438, -0.827], [0.405, 1.264, 0.955], [0.316, -0.332, -0.197], [0.723, 1.588, -2.267], [-0.308, -0.588, 0.003], [0.048, -0.120, 0.267]],
  "mulliken_charge": [-0.61, -0.10, -0.54, -0.48, -0.83, -0.61, -1.35, -0.96, 0.00, 0.31, 0.53, 0.23, 0.46, 0.45, 0.23, 0.34, 0.35, 0.28, -0.16, 0.45, 0.40, 0.35, 0.33, 0.27, 0.31, 0.35]
}


Entry 4:
{
  "formula": "C9H17B",
  "method": "wB97M-V/def2-TZVPD",
  "homo_energy_ha": [-0.24482, -0.25407],
  "total_charge": 0,
  "gap_ev": [6.19, 6.57],
  "species": ["B", "C", "C", "C", "C", "C", "C", "C", "C", "C", "H", "H", "H", "H", "H", "H", "H", "H", "H", "H", "H", "H", "H", "H", "H", "H", "H"],
  "coordinates": [[0.214796, -0.810532, 0.130174], [1.706395, -2.082413, -1.574058], [-2.611011, -1.349948, 2.378539], [0.565657, -1.702393, -0.943367], [-1.883682, -1.974099, 1.529555], [-2.154391, -3.239159, 0.722232], [1.322302, 3.708656, -1.325440], [0.533302, 0.645952, 0.760440], [0.902179, 2.921237, -0.126784], [1.088302, 1.453643, -0.410174], [1.584556, -2.978862, -2.094193], [2.721064, -1.674618, -1.321156], [-3.367278, -2.021532, 2.828185], [-2.622003, -0.293695, 2.717223], [-0.320631, -2.038721, -1.442452], [-1.323511, -3.640557, 0.355079], [-2.713320, -4.084077, 1.336469], [-2.760064, -2.972813, -0.075647], [0.688829, 3.627956, -2.243430], [2.318905, 3.375612, -1.563014], [1.326812, 4.747063, -1.165313], [1.168502, 0.702319, 1.568586], [-0.448280, 1.045122, 1.226785], [1.542319, 3.251093, 0.661194], [-0.202083, 2.987407, -0.092096], [2.143966, 1.233885, -0.536081], [0.578367, 1.163476, -1.301256]],
  "forces_ev_per_a": [[-1.471, 1.937, 4.698], [0.311, 1.316, 2.522], [-1.831, 0.505, 1.981], [0.848, -0.309, -2.583], [3.162, -0.070, -4.198], [-2.887, 0.209, 4.976], [-0.230, -0.307, -1.632], [-3.032, -1.581, -2.037], [-1.414, -0.468, -2.242], [0.176, 0.330, 1.486], [0.469, -0.956, -1.647], [-1.092, -0.653, -0.181], [-0.246, 0.628, 0.054], [0.531, -0.889, -0.200], [-0.636, -0.984, 0.020], [3.598, -1.734, -1.384], [0.872, 1.587, -1.001], [-1.346, 0.524, -1.558], [0.334, -0.561, 0.738], [0.573, 0.192, -0.502], [0.268, 1.503, 0.520], [1.686, -0.443, 1.879], [1.258, -0.423, -1.141], [-0.371, 0.136, 1.239], [0.527, 0.683, 1.229], [0.252, -0.241, -0.135], [-0.309, 0.069, -0.902]],
  "mulliken_charge": [0.10, -0.71, -0.69, 0.01, 0.16, -1.16, -1.41, -0.86, -0.21, -0.68, 0.32, 0.25, 0.27, 0.23, 0.33, 0.34, 0.34, 0.29, 0.32, 0.32, 0.43, 0.45, 0.25, 0.29, 0.29, 0.34, 0.40]
}


Ordered calculated total energy results: -716.9691; -1035.0964; -641.9051; -377.7180; unit Eh.
Ordered energy relative to the best compared isomer or geometry (same formula, charge and spin) results: 0.00; 39.51; 40.29; 121.46; unit kcal/mol.